Computed, not measured: a molecular structure, C17H18BBeN7O3S, with the ωB97M-V functional and the def2-TZVPD basis.

Summary:
Strongest force on any atom   6.9 eV Å⁻¹
Charge   0
Energy relative to the best compared isomer or geometry (same formula, charge and spin)   20.5 kJ/mol
HOMO energy   -7.7325 eV

Last column: Mulliken charge in e.
Element x y z (Å)
S  -0.266  0.613  1.746  0.8660
O  0.921  1.371  1.395  -0.6131
O  -1.551  1.270  1.572  -0.6465
O  0.285  -3.056  1.659  -0.7143
N  -1.686  -0.509  -1.739  0.6671
N  -1.161  0.213  -2.834  -0.0004
N  -0.139  2.188  -1.004  0.5310
N  0.812  -1.062  -1.207  0.2939
N  1.313  -0.134  -2.087  0.2724
N  0.289  2.150  -2.283  -0.1247
N  -0.347  -0.889  1.079  0.0915
C  3.033  -1.248  -1.171  -1.1532
C  0.392  0.774  4.521  -0.6250
C  0.590  3.420  -2.647  -0.1712
C  0.018  -1.878  1.968  0.4160
C  -0.974  -3.127  -1.137  -1.1410
C  -0.086  3.447  -0.510  0.1000
C  0.544  -2.039  4.512  -0.5579
C  -2.179  0.617  -3.623  -0.1038
C  0.038  0.025  3.390  0.1305
C  -3.047  -0.377  -1.828  -0.1974
C  -3.389  0.282  -3.005  -0.9745
C  1.830  -1.768  -0.687  -0.0247
C  0.819  0.088  5.669  -0.5170
C  0.143  -1.349  3.360  0.0559
C  2.675  -0.235  -2.074  -0.3210
C  0.867  -1.320  5.668  -0.4520
C  0.374  4.258  -1.544  -1.0627
B  0.332  0.718  -2.942  0.2083
Be  -0.808  -1.396  -0.946  -0.4775
H  -0.475  1.363  -0.501  -0.0405
H  -0.550  -3.334  -2.124  0.2313
H  -0.351  3.656  0.519  0.4369
H  0.603  -3.131  4.466  0.4326
H  0.339  1.859  4.491  0.4159
H  -2.025  -3.429  -1.118  0.2638
H  1.650  -2.613  -0.023  0.5301
H  4.012  -1.608  -0.879  0.4047
H  3.293  0.377  -2.702  0.4411
H  -1.985  1.120  -4.565  0.4508
H  0.670  0.813  -4.075  -0.1082
H  -3.701  -0.744  -1.042  0.4752
H  1.127  0.648  6.560  0.3629
H  0.512  5.324  -1.495  0.4117
H  -0.422  -3.680  -0.366  0.2631
H  -4.395  0.509  -3.349  0.3949
H  0.881  3.667  -3.642  0.5004
H  1.175  -1.841  6.574  0.3782

Computed, not measured: C4H9NO in the gas phase, with the ωB97M-V functional and the def2-TZVPD basis.

Summary:
Strongest force on any atom   0.4 eV Å⁻¹
Charge   0
Energy relative to the best compared isomer or geometry (same formula, charge and spin)   6.6 kJ/mol
HOMO energy   -9.7685 eV
SMILES string   CCCC(N)=O

Last column: Mulliken charge in e.
Element x y z (Å)
O  1.737  -0.283  -1.514  -0.6138
N  1.489  1.912  -1.056  -0.3725
C  -1.556  -1.280  1.018  -1.1952
C  -0.632  -0.804  -0.091  -0.3657
C  0.355  0.269  0.366  -0.4525
C  1.267  0.592  -0.807  0.4165
H  -1.216  -0.406  -0.932  0.3058
H  1.130  2.649  -0.475  0.1987
H  2.046  2.142  -1.864  0.2399
H  0.966  -0.111  1.196  0.2915
H  -2.273  -2.019  0.645  0.3420
H  -0.164  1.163  0.737  0.2857
H  -2.123  -0.445  1.445  0.3143
H  -0.981  -1.746  1.827  0.3135
H  -0.045  -1.633  -0.497  0.2921

Computed, not measured: C21H18F9N3O5 in the gas phase, with the ωB97M-V functional and the def2-TZVPD basis.

Summary:
Strongest force on any atom   1.7 eV Å⁻¹
Charge   0
Energy relative to the best compared isomer or geometry (same formula, charge and spin)   0.0 kJ/mol
HOMO energy   -8.5522 eV
SMILES string   O=C(NCCNC(=O)c1cc(OCC(F)(F)F)ccc1OCC(F)(F)F)Nc1ccc(OC(F)(F)F)cc1

Last column: Mulliken charge in e.
Element x y z (Å)
F  4.131  3.973  -1.331  -0.2706
F  3.782  -2.323  3.320  -0.2731
F  4.348  -2.089  1.261  -0.2269
F  -3.830  0.883  1.905  -0.2214
F  3.417  -3.909  1.919  -0.2932
F  -5.502  1.840  0.953  -0.3067
F  3.359  3.570  0.624  -0.2123
F  -4.321  2.911  2.399  -0.2940
F  5.476  3.521  0.275  -0.2874
O  0.061  -2.675  -0.990  -0.6260
O  -2.652  0.187  -1.249  -0.7751
O  -2.048  2.796  0.634  -0.5210
O  4.309  1.895  -0.516  -0.4006
O  2.070  -0.632  1.971  -0.4472
N  -0.133  -0.885  -2.408  -0.1270
N  -2.700  -1.432  0.313  0.1351
N  -1.818  -2.434  -2.241  -0.2149
C  -1.225  0.433  0.649  1.3232
C  3.157  1.264  -1.024  0.5991
C  2.007  1.934  -1.404  -0.6455
C  0.994  -0.182  -1.968  0.1323
C  -3.368  2.559  0.238  -0.6788
C  0.983  0.119  1.625  -0.5539
C  2.017  -2.018  1.749  -0.2809
C  0.932  1.205  -1.877  -0.7110
C  3.247  -0.116  -1.138  -0.3531
C  1.065  1.492  1.865  -0.3318
C  -4.247  2.048  1.382  0.9804
C  -2.265  -0.254  -0.171  -0.0356
C  -3.516  -2.331  -0.471  -0.7023
C  -0.164  -0.391  1.051  -0.1738
C  -1.140  1.803  0.902  0.2050
C  2.171  -0.837  -1.614  -0.2221
C  -0.582  -2.041  -1.807  0.0813
C  0.012  2.302  1.523  -0.6441
C  -2.645  -3.234  -1.369  -0.8050
C  3.401  -2.575  2.066  0.7163
C  4.305  3.181  -0.254  0.8657
H  4.162  -0.603  -0.847  0.5152
H  0.028  1.721  -2.164  0.2092
H  -3.766  3.537  -0.050  0.4194
H  -2.330  -1.776  -2.813  0.3492
H  0.053  3.362  1.710  0.5162
H  -3.450  1.866  -0.608  0.2769
H  -4.127  -2.937  0.198  0.5024
H  -2.344  -1.757  1.197  0.2872
H  -0.225  -1.443  0.830  0.3050
H  -4.167  -1.717  -1.101  0.2538
H  -1.972  -3.845  -0.762  0.3486
H  1.775  -2.270  0.707  0.0426
H  2.234  -1.908  -1.712  0.4529
H  1.921  3.006  -1.336  0.4159
H  -3.287  -3.884  -1.967  0.3931
H  1.301  -2.509  2.424  0.3968
H  -0.849  -0.298  -2.817  0.4096
H  1.955  1.897  2.316  0.5027

Computed, not measured: C4H6N2OS in the gas phase, with the ωB97M-V functional and the def2-TZVPD basis.

Summary:
Strongest force on any atom   5.6 eV Å⁻¹
Charge   0
Energy relative to the best compared isomer or geometry (same formula, charge and spin)   466.4 kJ/mol
HOMO energy   -9.0693 eV
SMILES string   N=[S@]1(=O)CC=CC=N1

Last column: Mulliken charge in e.
Element x y z (Å)
S  -0.773  0.134  1.599  0.8732
O  -0.745  -0.226  2.968  -0.5788
N  -1.301  1.575  1.128  -0.6973
N  -1.636  -0.764  0.654  -0.4684
C  1.001  -0.155  0.884  -0.6972
C  -0.306  -0.443  -1.326  -0.4433
C  0.786  -0.235  -0.589  -0.1491
C  -1.466  -0.811  -0.613  0.0364
H  1.642  0.597  1.237  0.3713
H  1.484  -1.099  1.277  0.3329
H  -1.472  2.114  1.976  0.2528
H  -2.337  -1.262  -1.071  0.4173
H  1.648  0.097  -1.126  0.3421
H  -0.254  -0.459  -2.383  0.4081